# 1
A cluster of 8 separate species, C37H83F3N4O5 in total at a distorted geometry. Source: the Open Molecules 2025 dataset; level of theory: wB97M-V/def2-TZVPD.

Geometry as XYZ:
```
132
Properties=species:S:1:pos:R:3:forces:R:3
C 4.6414 -1.4275 -4.9788 -1.0 -0.2 0.2
C 3.2976 -0.7207 -4.5048 -1.1 -0.3 -2.2
N 2.2831 -0.7032 -5.6651 2.2 -1.4 0.3
C 2.7855 0.1488 -6.7812 -2.1 0.5 0.4
C 2.9558 1.6525 -6.4708 -0.1 -0.6 -0.2
C 0.8745 -0.5887 -5.2394 0.9 0.6 -0.7
C -0.1335 -0.7588 -6.3897 0.2 0.5 0.8
H 5.4562 -1.4631 -4.2557 -0.1 0.6 0.1
H 5.0142 -1.1696 -5.9701 0.0 0.9 0.3
H 4.4503 -2.4849 -5.1617 -0.6 -0.2 0.3
H 2.8454 -1.2963 -3.6972 0.1 0.0 0.0
H 3.2495 0.3331 -4.2305 1.3 0.0 0.7
H 3.7038 -0.1330 -7.2964 0.2 -0.8 0.7
H 2.0381 -0.0048 -7.5595 -0.2 0.3 -0.2
H 2.1431 2.0946 -5.8944 0.1 -0.2 0.3
H 3.9072 1.7518 -5.9484 -0.1 0.5 0.1
H 2.9832 2.1870 -7.4204 0.3 0.1 0.0
H 0.7206 0.3535 -4.7134 -0.3 0.5 0.0
H 0.5992 -1.3276 -4.4868 0.8 -0.4 0.0
H 0.2297 -1.3828 -7.2063 0.0 -0.2 0.2
H -0.4172 0.2093 -6.8025 -0.1 0.0 -0.1
H -0.9765 -1.2008 -5.8586 -0.4 0.0 -0.7
C -0.2740 -1.8516 2.5474 -0.3 0.5 0.1
C -1.1634 -0.7673 1.9468 0.7 -0.3 -0.8
N -1.0499 -0.6534 0.4733 -0.9 -0.5 0.4
C -2.3042 0.0402 0.0165 1.9 1.0 0.2
C -2.1747 1.5862 0.3351 -2.4 -1.0 -1.4
C 0.2277 -0.0704 -0.0423 -0.6 0.9 0.5
C 0.3257 -0.0150 -1.5602 0.1 -0.6 0.6
H -0.4641 -2.7982 2.0417 0.3 0.1 0.0
H -0.5827 -1.9600 3.5872 0.2 -0.1 0.2
H 0.7795 -1.5730 2.5239 0.0 -0.2 -0.1
H -2.1894 -1.0352 2.1991 -0.1 0.0 -0.2
H -0.9927 0.1966 2.4262 0.3 0.3 0.3
H -2.5213 -0.2063 -1.0229 0.5 0.6 -0.3
H -3.1931 -0.3800 0.4871 0.3 0.0 0.6
H -1.3632 2.0877 -0.1921 0.3 -0.2 0.6
H -3.0689 2.0068 -0.1250 -0.2 0.3 -0.3
H -2.3979 1.8226 1.3754 1.0 -0.1 0.2
H 1.1247 -0.4913 0.4121 -0.3 -1.1 -0.1
H 0.3852 0.9484 0.3118 -0.5 0.6 0.2
H -0.4531 0.6118 -1.9947 0.1 0.0 -0.1
H 0.2501 -1.0375 -1.9301 -0.1 0.0 -0.3
H 1.2950 0.3974 -1.8404 -0.2 0.1 -0.1
C -1.1259 -8.3013 -1.0474 0.8 1.0 -0.8
C 0.0776 -7.7292 -1.9472 -0.5 -0.7 2.1
N 0.6835 -6.5476 -1.3288 1.1 0.0 1.2
C -0.2206 -5.4377 -1.1471 -1.0 -0.6 0.3
C 0.1582 -4.3555 -0.0950 0.3 0.0 -1.6
C 2.0120 -6.1356 -1.8670 -1.2 -1.1 0.3
C 2.0063 -6.0556 -3.3559 0.4 0.2 -1.1
H -1.3532 -9.3468 -1.2555 -0.2 0.2 -0.6
H -1.9706 -7.6313 -1.2078 -0.3 -0.5 0.1
H -0.8989 -8.3218 0.0185 0.4 0.5 0.0
H 0.7730 -8.5682 -1.9238 0.6 0.3 -0.3
H -0.2360 -7.5595 -2.9772 -0.3 0.0 -0.2
H -0.5415 -5.1774 -2.1558 0.3 1.7 -0.3
H -1.1892 -5.8304 -0.8375 0.1 -0.3 0.6
H -0.7022 -3.7017 0.0475 0.0 -0.1 0.2
H 0.5506 -4.7620 0.8371 -0.5 -0.4 0.0
H 0.9548 -3.7002 -0.4474 0.0 0.1 -0.2
H 2.7390 -6.8542 -1.4885 0.1 -0.2 -0.2
H 2.3916 -5.1742 -1.5208 -0.7 0.1 0.5
H 1.2936 -5.3359 -3.7587 0.1 0.5 0.3
H 1.7323 -6.9546 -3.9080 0.4 -0.4 0.3
H 3.0171 -5.7363 -3.6100 0.0 0.0 -0.7
C 2.3177 -2.4532 8.5616 1.0 -0.3 -0.7
C 1.8039 -1.1938 9.1947 -1.3 -0.4 -0.3
N 0.6887 -0.6255 8.3835 0.2 0.7 2.1
C 1.1139 -0.2664 7.0627 -0.9 -1.0 -1.0
C -0.0073 0.1947 6.1161 -0.5 -0.1 -0.2
C -0.0880 0.4219 9.0396 -1.7 -0.5 0.2
C -0.8960 -0.1449 10.2927 1.1 1.0 -1.2
H 1.6070 -3.0567 7.9970 -0.4 0.3 0.2
H 2.7279 -3.0960 9.3405 0.4 0.0 -0.2
H 3.0811 -2.1172 7.8600 0.3 -0.7 -0.1
H 1.5040 -1.5521 10.1795 -0.7 0.8 0.1
H 2.6562 -0.5279 9.3301 0.0 0.5 0.0
H 1.3909 -1.2378 6.6531 0.7 0.2 -0.4
H 1.9552 0.4248 7.0127 0.3 0.2 0.1
H -0.3565 1.2238 6.2003 0.6 0.3 -0.1
H -0.9514 -0.3442 6.1955 0.1 -0.6 0.6
H 0.2932 -0.0433 5.0957 0.2 0.5 -0.1
H 0.3742 1.3819 9.2693 1.2 -0.1 0.8
H -0.7266 0.8313 8.2569 -0.8 -0.6 0.1
H -1.5174 0.6207 10.7573 0.2 0.2 -0.1
H -1.5561 -0.9775 10.0494 0.4 -0.1 -0.2
H -0.1039 -0.4208 10.9887 -0.4 -0.3 0.3
C 1.6513 5.1013 -5.5931 -0.2 -2.2 0.6
C 1.3651 5.3451 -4.0806 1.7 1.4 -0.9
O 2.2350 4.7508 -3.0897 -0.4 1.2 -1.6
C 1.9756 3.4653 -2.6094 2.9 1.8 3.7
O 1.0871 2.7766 -3.0394 -3.4 -3.1 -2.3
C 3.1085 2.8789 -1.6681 -3.5 5.7 -3.1
F 3.9335 3.9065 -1.3241 0.9 -0.4 0.2
F 2.6112 2.4097 -0.5655 -0.7 -1.5 2.4
F 3.7493 1.9454 -2.2611 2.5 -2.9 -1.0
H 2.7124 5.0426 -5.8353 0.1 0.7 0.1
H 1.0763 5.7689 -6.2348 0.2 0.4 0.2
H 1.3353 4.1016 -5.8910 -0.4 -0.2 0.1
H 0.2873 5.4529 -3.9588 -0.3 -1.2 0.8
H 1.6460 6.3983 -4.0673 0.3 0.3 0.8
C -5.5324 2.1961 3.0091 -1.4 -0.2 -0.4
C -6.6311 3.2728 3.2714 1.8 -0.2 0.6
O -6.9856 3.4507 4.4040 -0.5 0.2 0.7
C -7.2260 4.0113 2.1317 0.4 0.0 -1.3
H -5.6398 1.4549 3.8010 0.2 0.2 0.1
H -4.4933 2.5152 2.9274 -0.2 0.4 0.1
H -5.8033 1.6815 2.0872 0.2 0.0 -0.3
H -6.4939 4.2590 1.3630 0.4 -0.2 0.0
H -7.7369 4.9537 2.3290 -0.3 -0.5 0.5
H -7.8405 3.2516 1.6487 -0.6 0.3 -0.2
C -2.9521 3.7797 -2.8815 0.7 0.6 0.5
C -2.7888 2.5801 -3.7772 2.1 2.0 -1.1
O -3.4212 1.5990 -3.5839 -1.0 -2.0 0.3
C -1.8483 2.7155 -5.0294 -1.4 -0.7 0.6
H -2.9928 3.4962 -1.8298 -0.6 -0.3 -0.1
H -3.8428 4.3206 -3.2014 -0.2 0.0 0.2
H -2.1186 4.4822 -2.8850 0.1 -0.1 -0.6
H -1.1409 1.8867 -5.0592 0.4 0.3 0.4
H -1.4083 3.6998 -5.1895 0.1 -0.3 0.2
H -2.5351 2.4511 -5.8335 -0.1 0.3 -0.4
C -0.4740 3.8104 3.9340 0.3 -0.2 -0.6
C 0.6929 4.3318 3.1380 1.7 1.0 -0.9
O 1.6722 4.8618 3.6620 -1.6 -0.8 -0.6
C 0.6533 4.0703 1.5771 0.0 0.1 1.7
H -1.3822 3.9556 3.3489 -0.2 0.2 0.3
H -0.4994 4.1912 4.9550 -0.1 0.0 -0.2
H -0.3128 2.7324 3.9319 -0.1 -0.3 0.3
H -0.3728 3.9878 1.2187 0.1 0.0 -0.1
H 1.1512 3.1089 1.4512 -0.1 -0.1 -0.2
H 1.2204 4.7961 0.9944 -0.1 0.1 0.3
```
Forces are in eV/Å.

Its spin multiplicity is 2. Its total charge is -1. The HOMO energy (alpha / beta) is -0.24 / -5.49 eV. For the HOMO-LUMO gap (alpha / beta), the calculation gives 2.300 / 7.522 eV.

Atomic partial charges in e from the Löwdin method, atoms 1 to 99: -0.075, -0.173, -0.184, -0.248, -0.081, -0.258, -0.092, 0.057, 0.046, 0.054, 0.096, 0.084, 0.091, 0.087, 0.050, 0.070, 0.068, 0.090, 0.096, 0.067, 0.057, 0.068, -0.086, -0.273, -0.159, -0.200, -0.076, -0.246, -0.078, 0.046, 0.058, 0.069, 0.104, 0.094, 0.099, 0.096, 0.064, 0.046, 0.049, 0.108, 0.080, 0.066, 0.064, 0.058, -0.081, -0.231, -0.209, -0.261, -0.069, -0.239, -0.111, 0.056, 0.049, 0.068, 0.106, 0.099, 0.112, 0.085, 0.056, 0.076, 0.058, 0.108, 0.107, 0.075, 0.062, 0.074, -0.118, -0.251, -0.188, -0.258, -0.091, -0.239, -0.065, 0.082, 0.071, 0.069, 0.098, 0.115, 0.100, 0.124, 0.057, 0.080, 0.057, 0.108, 0.082, 0.058, 0.067, 0.046, -0.097, -0.249, -0.073, -0.501, -0.041, -0.662, 0.098, 0.148, 0.176, 0.069, 0.062


# 2
A structure of composition C3H3N5 at a distorted geometry. Source: the Open Molecules 2025 dataset; level of theory: wB97M-V/def2-TZVPD.

Geometry as XYZ:
```
11
Properties=species:S:1:pos:R:3:forces:R:3
C 1.5972 0.7909 0.0993 -1.3 1.7 -1.2
C 0.1398 -0.7211 -0.0932 -2.2 -5.4 -2.6
C -1.1698 0.9321 -0.0703 -3.0 0.2 2.8
H 2.0578 1.7295 -0.2288 0.0 -0.7 0.8
H -1.4844 -2.2149 0.1869 1.4 3.1 -0.9
H -1.5692 2.0152 0.1886 1.3 -2.5 -0.9
N 2.0780 -0.4068 0.1751 7.9 5.8 0.3
N 1.3051 -1.3045 -0.0686 -4.6 -6.8 0.7
N -1.1499 -1.2110 -0.1445 -1.4 -1.9 2.4
N -2.0107 -0.1562 0.2204 4.4 3.1 -3.2
N 0.2061 0.5468 -0.2650 -2.5 3.5 1.8
```
Forces are in eV/Å.

Its total charge is 0. The energy above the lowest of the compared OMol25 structures with the same formula, charge and spin comes out at 297.68 kJ/mol. The HOMO energy is -8.79 eV. For the HOMO-LUMO gap, the calculation gives 9.282 eV.

The natural (NBO) scheme yields these atomic charges, measured in e: 0.023, 0.460, 0.126, 0.221, 0.435, 0.238, -0.204, -0.307, -0.406, -0.207, -0.380